# 1
Below is a molecular structure, C27H24Br2N7O3STl, with properties calculated with the ωB97M-V functional and the def2-TZVPD basis.

CARTESIAN COORDINATES (ANGSTROEM)
Tl: -0.83326 -0.55802 -0.42704
Br: -2.80983 3.49481 -3.05548
Br: -3.88284 -0.12089 -7.23878
S: -1.76018 -2.51766 0.86641
O: 0.60633 2.40926 -1.22656
O: -1.72990 1.00196 -1.71378
O: 1.51975 -2.74732 -0.43986
N: 0.04326 -3.94876 2.19869
N: 0.86292 1.09560 -0.88257
N: -1.55397 -1.52580 -2.66819
N: 1.34140 -1.49519 -0.59566
N: 0.42826 -1.71866 2.32964
N: -1.39350 1.58891 1.02581
N: -0.03345 -0.52104 1.89278
C: 3.71810 -1.20159 -0.23432
C: -0.29368 -2.69223 1.83144
C: -2.19408 0.74762 -2.90957
C: -1.94300 -3.12122 -4.38480
C: 0.95177 0.60729 3.81113
C: -1.04068 4.09221 2.15857
C: 1.08785 0.95349 6.19056
C: 3.05343 0.33555 4.95086
C: -2.63434 -0.85571 -4.74371
C: 0.34380 0.93101 5.01881
C: -3.19727 0.19964 -5.50289
C: 2.35262 -0.67700 -0.52862
C: -2.74460 1.72268 -3.71368
C: 0.16592 0.54924 2.54920
C: -3.24658 1.46303 -5.00030
C: 2.30888 0.30317 3.78263
C: -1.44994 -2.76736 -3.10325
C: -0.52310 1.76579 2.02801
C: -2.10783 2.63289 0.61216
C: -0.30773 3.00530 2.60859
C: -0.81730 -3.82523 -2.25809
C: 2.08717 0.74305 -0.81856
C: -2.52302 -2.19233 -5.18627
C: 2.44344 0.65831 6.15656
C: 3.22223 1.68760 -1.05698
C: -1.97215 3.90261 1.15745
C: -2.13255 -0.57561 -3.45965
H: -2.79255 2.44693 -0.20170
H: 4.37233 -0.42224 0.15757
H: 4.01806 1.19211 -1.61161
H: -1.84465 -4.14755 -4.71149
H: 2.87833 2.56103 -1.60240
H: -0.31908 -4.69826 1.63714
H: 2.77121 0.02792 2.84192
H: -3.66731 2.27084 -5.58148
H: -2.89727 -2.46030 -6.16514
H: -1.53248 -4.18755 -1.51845
H: 3.02431 0.67683 7.06962
H: 3.62753 -2.00620 0.49597
H: 0.41755 3.10835 3.40294
H: -0.51815 -4.66481 -2.88481
H: -0.71528 1.16179 5.04144
H: 0.60763 1.19762 7.12953
H: -2.57577 4.71722 0.78162
H: 4.19082 -1.63469 -1.12091
H: 0.05027 -3.45760 -1.70778
H: -0.34291 2.35258 -1.45296
H: 0.97562 -4.05387 2.56540
H: 3.63636 2.02074 -0.10201
H: 4.10916 0.09844 4.92321
H: -0.88608 5.07128 2.59367

E_HOMO   -7.64 eV
Relative energy (zero: lowest compared OMol25 entry of this formula, charge and spin)   0.00 kcal/mol
Gap between HOMO and LUMO   0.269 Eh
LUMO level   -0.0115 Eh

---

# 2
Below is a single C17H21NO3 molecule, with properties calculated with the ωB97M-V functional and the def2-TZVPD basis.

CARTESIAN COORDINATES (ANGSTROEM)
O: -2.91328 3.66256 1.77037
O: 1.22752 -2.73374 -1.72591
O: -2.92551 1.05104 -2.43499
N: -1.95216 1.48037 -0.44866
C: -0.51515 -1.02521 -1.56141
C: -2.24389 2.90219 -0.45815
C: -5.13631 3.61603 1.73767
C: -3.29810 3.25521 0.53868
C: 2.01321 -1.89470 0.44194
C: -1.98881 -0.80328 -1.21593
C: 4.58982 -2.25666 -0.49641
C: -2.36047 0.65407 -1.44063
C: 4.40299 -1.76702 0.79194
C: -4.03111 3.88127 2.48348
C: -4.65918 3.20456 0.46917
C: 3.10391 -1.59724 1.24256
C: 3.51507 -2.55837 -1.30395
C: 2.20912 -2.38145 -0.84469
C: 5.99004 -2.74241 2.44798
C: -0.12325 -2.49797 -1.40341
C: 5.57691 -1.48223 1.68494
H: -2.59275 3.13272 -1.46749
H: 2.93175 -1.22073 2.24135
H: -2.18135 -1.08710 -0.17896
H: 6.42021 -1.13296 1.08565
H: 0.12023 -0.40859 -0.92142
H: -1.55639 1.09650 0.39442
H: 5.16665 -3.09860 3.06310
H: -3.90986 4.22133 3.49272
H: 1.02169 -1.74777 0.84196
H: -2.61256 -1.41436 -1.86891
H: -6.15797 3.70260 2.04519
H: 6.84204 -2.53698 3.09214
H: 5.59294 -2.39978 -0.87164
H: -0.35338 -2.85387 -0.39045
H: -0.33346 -0.72508 -2.59472
H: 3.65645 -2.93812 -2.30352
H: -5.24047 2.91390 -0.38124
H: -0.68795 -3.10726 -2.11481
H: -1.32983 3.46178 -0.23881
H: 6.26231 -3.53267 1.75213
H: 5.31823 -0.69788 2.39927

E_HOMO   -8.33 eV
Relative energy (zero: lowest compared OMol25 entry of this formula, charge and spin)   35.50 kcal/mol
Gap between HOMO and LUMO   0.326 Eh
LUMO level   0.0202 Eh

---

# 3
Below is a single C3H3NO2 molecule at a distorted geometry, with properties calculated with the ωB97M-V functional and the def2-TZVPD basis.

CARTESIAN COORDINATES (ANGSTROEM)
O: 2.19120 -0.31961 0.00065
O: -0.93645 1.06149 -0.06280
N: 0.43002 1.20239 0.03478
C: 1.01347 -0.01310 -0.07764
C: -1.21510 -0.24007 0.00455
C: -0.09659 -0.98456 -0.06296
H: -0.07018 -2.14419 0.02149
H: -2.31981 -0.57772 0.18488
H: 1.00344 2.01539 -0.04295

E_HOMO   -9.32 eV
Relative energy (zero: lowest compared OMol25 entry of this formula, charge and spin)   69.99 kcal/mol
Gap between HOMO and LUMO   0.371 Eh
LUMO level   0.0288 Eh

---

# 4
Below is a single C3H4N2O molecule at a distorted geometry, with properties calculated with the ωB97M-V functional and the def2-TZVPD basis.

CARTESIAN COORDINATES (ANGSTROEM)
O: -0.24705 -1.61808 2.11253
N: -2.63202 0.51224 3.48477
N: -0.70033 0.27751 0.85504
C: 0.26442 -0.17466 -0.06862
C: -1.84038 -0.02091 2.86696
C: -0.87795 -0.59432 1.99656
H: 1.07498 -0.69595 0.58965
H: -0.12701 -1.09320 -0.70970
H: 0.66779 0.60330 -0.60760
H: -1.35248 0.93748 0.57211

E_HOMO   -10.34 eV
Relative energy (zero: lowest compared OMol25 entry of this formula, charge and spin)   34.42 kcal/mol
Gap between HOMO and LUMO   0.384 Eh
LUMO level   0.0038 Eh

---

# 5
Below is a single C4H5NO molecule at a distorted geometry, with properties calculated with the ωB97M-V functional and the def2-TZVPD basis.

CARTESIAN COORDINATES (ANGSTROEM)
O: -0.61756 1.25833 -0.92072
N: 2.32896 1.22347 0.92293
C: -0.13273 -0.74416 0.42593
C: 1.17780 1.07263 0.79008
C: -0.35516 0.69868 0.32562
C: -0.35574 -1.48918 -0.63330
H: -0.61718 -2.51784 -0.48847
H: -1.31528 0.85180 0.89586
H: 0.19257 1.71543 -1.15821
H: 0.07204 -1.04883 1.45429
H: -0.37773 -1.02032 -1.61402

E_HOMO   -10.10 eV
Relative energy (zero: lowest compared OMol25 entry of this formula, charge and spin)   61.86 kcal/mol
Gap between HOMO and LUMO   0.396 Eh
LUMO level   0.0246 Eh

---

# 6
Below is a gas-phase ion, C6H11N5 (charge +2) at a distorted geometry, with properties calculated with the ωB97M-V functional and the def2-TZVPD basis.

CARTESIAN COORDINATES (ANGSTROEM)
N: 4.38189 0.52073 0.03385
N: -2.25316 -1.63054 -0.56856
N: 1.85175 -0.02919 -1.36965
N: -2.22782 0.49970 0.20299
N: 3.51303 -0.37342 0.06135
C: 0.00168 -1.43222 0.35250
C: 1.24741 -0.91779 0.80499
C: -2.81194 -0.43842 -0.36962
C: 2.17463 -0.36937 -0.21637
C: -1.06693 -2.01758 -0.03106
C: -2.53903 1.81194 0.47281
H: 5.26999 0.40693 -0.28635
H: -2.89699 -2.39824 -0.80348
H: 1.08184 -0.11778 1.67049
H: 1.92882 -1.67360 1.45261
H: -0.77546 -3.03136 -0.09334
H: -2.45522 2.04701 1.57553
H: -3.48376 2.13395 0.18381
H: -3.54589 -0.31168 -1.13771
H: 4.10689 1.44000 0.31965
H: 2.39651 0.21054 -2.27304
H: -1.62914 2.29362 -0.00277

E_HOMO   -16.10 eV
Relative energy (zero: lowest compared OMol25 entry of this formula, charge and spin)   198.48 kcal/mol
Gap between HOMO and LUMO   0.208 Eh
Charge   +2
LUMO level   -0.3838 Eh

---

# 7
Below is 2 unconnected molecules or ions with the total composition C2HF2NS at a distorted geometry, with properties calculated with the ωB97M-V functional and the def2-TZVPD basis.

CARTESIAN COORDINATES (ANGSTROEM)
S: 0.61035 1.23411 3.06941
F: -1.66457 0.77611 4.16377
F: -1.83818 1.55547 2.23016
N: -0.57787 2.03927 -0.72918
C: 0.41438 2.33318 -0.19820
C: -0.96254 1.24577 3.12340
H: -1.53887 2.12786 -0.99848

E_HOMO   -9.94 eV
Relative energy (zero: lowest compared OMol25 entry of this formula, charge and spin)   18.29 kcal/mol
Gap between HOMO and LUMO   0.368 Eh
LUMO level   0.0030 Eh

---

# 8
Below is 2 unconnected molecules or ions with the total composition C14H16O at a distorted geometry, with properties calculated with the ωB97M-V functional and the def2-TZVPD basis.

CARTESIAN COORDINATES (ANGSTROEM)
O: 2.78664 0.39870 2.33914
C: 2.15283 0.00556 0.20144
C: -3.05274 -1.92648 0.73057
C: -2.54773 0.51566 0.10645
C: -2.23494 -0.92959 0.31999
C: 2.03189 2.29253 0.92075
C: 1.70107 1.73973 -1.39198
C: 2.42422 0.96182 1.13830
C: 1.58350 2.69381 -0.30648
C: -2.59783 -3.19462 1.17008
C: -1.24661 -3.45297 0.97075
C: 1.16376 2.07221 -2.74419
C: -0.35969 -2.55382 0.34972
C: 1.84819 0.38085 -1.10825
C: -0.86839 -1.28863 0.04531
H: 1.62745 3.72486 -0.64849
H: -1.87064 1.28925 0.30955
H: -0.07450 -0.73953 -0.48366
H: 2.78171 0.96781 3.13850
H: 0.93760 3.21118 -2.79168
H: 0.64830 -2.83558 0.11674
H: -3.07314 0.58296 -0.88639
H: 2.03888 3.04775 1.66514
H: -0.94730 -4.45075 1.20185
H: -3.33046 0.77014 0.88706
H: 0.30027 1.36568 -2.93665
H: -3.98071 -1.53677 1.17911
H: -3.43878 -3.81459 1.49910
H: 1.75357 -0.28920 -1.88051
H: 1.68759 2.01794 -3.68734
H: 2.15598 -1.02593 0.57607

E_HOMO   -8.31 eV
Relative energy (zero: lowest compared OMol25 entry of this formula, charge and spin)   58.11 kcal/mol
Gap between HOMO and LUMO   0.333 Eh
LUMO level   0.0277 Eh